## 1
Here is a 14-piece molecular cluster, C4H35NO15 overall from the Open Molecules 2025 dataset. Energies are from the ωB97M-V functional and the def2-TZVPD basis.

Calculated values
⟨S²⟩ = 0.755
E_HOMO (alpha / beta) = -12.824 / -12.799 eV
Orbital gap (alpha / beta) = 9.52 / 4.17 eV
Molar mass = 337.316 g/mol
2S+1 = 2
LUMO (alpha / beta) = -3.305 / -8.628 eV
Net charge = +1

Last columns: bonded neighbours and bond lengths (Å).
Positions of all 55 atoms, in Å:
1 O 2.23136 2.34588 -2.17817  C2 1.193
2 C 1.39370 1.90281 -2.90282  O1 1.193, C3 1.525, H8 1.136
3 C 0.60074 0.60994 -2.74256  C2 1.525, C4 1.552, N7 1.463, H9 1.158
4 C 0.05387 0.41289 -1.30394  C3 1.552, C5 1.514, H10 1.181, H11 1.115
5 C -0.18897 -1.00979 -0.84657  C4 1.514, O6 1.445, H12 1.170, H13 1.087
6 O -0.96479 -1.59381 -1.91673  C5 1.445, H14 0.959
7 N 1.40924 -0.50029 -3.24653  C3 1.463, H15 0.990, H16 1.036
8 H 1.19686 2.48557 -3.85838  C2 1.136
9 H -0.39164 0.76727 -3.31914  C3 1.158
10 H -1.07284 0.74164 -1.43891  C4 1.181
11 H 0.54761 1.10643 -0.58451  C4 1.115
12 H -0.90434 -0.96609 0.07856  C5 1.170
13 H 0.44371 -1.81546 -0.48266  C5 1.087
14 H -1.42186 -2.33493 -1.51562  O6 0.959
15 H 1.55824 -1.23718 -2.60235  N7 0.990
16 H 0.92504 -0.82609 -4.10299  N7 1.036
17 H -3.06825 -0.39837 -0.08872  O19 0.951
18 H -3.52962 -1.31273 0.96712  O19 0.953
19 O -3.25331 -1.32019 0.05541  H17 0.951, H18 0.953
20 H -2.26143 -4.02595 -1.85950  O22 0.952
21 H -1.60888 -4.64150 -0.61705  O22 0.991
22 O -1.47521 -4.48830 -1.58679  H20 0.952, H21 0.991
23 H 1.11080 4.32995 0.14057  O25 0.965
24 H 1.68959 2.97952 0.01113  O25 0.968
25 O 1.43962 3.61413 0.69825  H23 0.965, H24 0.968
26 H 1.60048 2.88349 3.31459  O28 0.991
27 H 1.20757 2.44402 1.99753  O28 0.978
28 O 1.14129 2.10360 2.91147  H26 0.991, H27 0.978
29 H -2.91380 2.63060 -1.75136  O31 0.995
30 H -3.44869 1.96158 -0.67053  O31 0.979
31 O -3.70418 2.76835 -1.16259  H29 0.995, H30 0.979
32 H 0.16917 -3.29171 1.83712  O34 0.963
33 H -0.45006 -2.58663 3.03024  O34 0.972
34 O -0.66814 -3.19192 2.30190  H32 0.963, H33 0.972
35 H 1.61060 0.74597 4.42273  O37 1.002
36 H 2.49479 0.39975 3.29378  O37 0.971
37 O 1.75170 -0.00314 3.77218  H35 1.002, H36 0.971
38 H -2.92983 2.44391 1.27669  O40 0.978
39 H -1.82476 1.45976 1.28547  O40 0.969
40 O -2.64986 1.63246 0.80837  H38 0.978, H39 0.969
41 H 0.48159 -4.23763 0.10940  O43 0.949
42 H 2.08691 -4.25808 0.12923  O43 0.993
43 O 1.26279 -3.72324 0.27185  H41 0.949, H42 0.993
44 H 0.59483 -1.80943 4.57405  O46 0.944
45 H -0.16218 -0.69470 3.86253  O46 0.963
46 O -0.24520 -1.59189 4.20150  H44 0.944, H45 0.963
47 H -1.16919 2.18593 -2.89861  O49 0.984
48 H -0.64775 3.63126 -2.40048  O49 0.962
49 O -1.19441 2.86841 -2.19030  H47 0.984, H48 0.962
50 H 1.01673 0.00853 2.27852  O52 1.002
51 H 1.73596 -0.90033 1.14404  O52 0.989
52 O 0.88959 -0.45883 1.40144  H50 1.002, H51 0.989
53 H 3.11082 1.24215 -1.08740  O55 0.961
54 H 3.15331 -0.23219 -0.54491  O55 1.017
55 O 3.24067 0.74460 -0.27558  H53 0.961, H54 1.017



## 2
Here is a 14-piece molecular cluster, C4H35NO15 overall from the Open Molecules 2025 dataset. Energies are from the ωB97M-V functional and the def2-TZVPD basis.

Calculated values
⟨S²⟩ = 0.759
E_HOMO (alpha / beta) = -13.438 / -13.438 eV
Orbital gap (alpha / beta) = 10.13 / 5.87 eV
Molar mass = 337.316 g/mol
2S+1 = 2
LUMO (alpha / beta) = -3.310 / -7.567 eV
Net charge = +1

Last columns: bonded neighbours and bond lengths (Å).
Positions of all 55 atoms, in Å:
1 C -1.07546 -2.21153 -0.08670  N2 1.494, H8 1.090, H9 1.093, H10 1.096
2 N -0.51084 -0.84395 0.12383  C1 1.494, C3 1.471, H11 1.031
3 C 0.67802 -0.43069 -0.63724  N2 1.471, C4 1.551, C6 1.545, H12 1.160
4 C 0.31263 -0.24796 -2.13322  C3 1.551, O5 1.399, H13 1.110, H14 1.116
5 O 1.47381 -0.36992 -2.90397  C4 1.399, H15 0.968
6 C 1.90438 -1.36988 -0.62380  C3 1.545, O7 1.182, H16 1.146
7 O 2.72945 -1.27790 0.21752  C6 1.182
8 H -2.14691 -2.12591 0.09225  C1 1.090
9 H -0.91773 -2.43289 -1.14583  C1 1.093
10 H -0.60972 -2.93710 0.59066  C1 1.096
11 H -0.27849 -0.70525 1.11921  N2 1.031
12 H 0.98178 0.44645 0.05759  C3 1.160
13 H -0.36345 0.58769 -2.41109  C4 1.110
14 H -0.34993 -1.12408 -2.33153  C4 1.116
15 H 1.21986 -0.41031 -3.83715  O5 0.968
16 H 2.11717 -2.19372 -1.39207  C6 1.146
17 H 1.59838 1.59657 4.23004  O19 0.965
18 H 1.18805 0.06592 4.32698  O19 0.968
19 O 0.86188 0.97574 4.27900  H17 0.965, H18 0.968
20 H 1.69042 -4.74391 -0.81458  O22 0.970
21 H 0.87103 -3.94332 0.19641  O22 0.976
22 O 1.30887 -3.86299 -0.67249  H20 0.970, H21 0.976
23 H -1.20731 -0.22025 3.75650  O25 0.964
24 H -2.16879 0.36428 2.61506  O25 0.971
25 O -1.88269 -0.42660 3.10038  H23 0.964, H24 0.971
26 H -2.72879 -0.30122 -2.72456  O28 0.967
27 H -4.16123 0.04747 -2.21856  O28 0.963
28 O -3.24236 0.33681 -2.21124  H26 0.967, H27 0.963
29 H -1.13449 3.00214 -1.45183  O31 0.977
30 H -2.51600 2.53347 -0.74832  O31 0.950
31 O -2.07628 3.19122 -1.27391  H29 0.977, H30 0.950
32 H 2.31972 -3.95465 2.14679  O34 0.969
33 H 1.07194 -3.10395 2.42971  O34 0.974
34 O 1.38633 -3.86067 1.90360  H32 0.969, H33 0.974
35 H 1.15588 3.16034 -2.20915  O37 0.962
36 H 0.54497 2.74114 -0.78984  O37 1.000
37 O 0.49891 2.60466 -1.77909  H35 0.962, H36 1.000
38 H 0.84061 -2.38316 4.31802  O40 0.972
39 H 0.28784 -1.79541 3.06268  O40 0.971
40 O 1.05335 -1.70738 3.65293  H38 0.972, H39 0.971
41 H -3.34588 2.76101 0.67945  O43 0.959
42 H -2.09571 1.80370 0.65629  O43 0.960
43 O -2.79971 2.16727 1.19878  H41 0.959, H42 0.960
44 H -0.41302 3.49269 1.18880  O46 0.973
45 H -0.39270 4.62424 0.11275  O46 0.966
46 O 0.10786 3.87588 0.46179  H44 0.973, H45 0.966
47 H -0.82719 1.67623 -3.36488  O49 0.964
48 H -2.31820 1.36207 -3.54062  O49 0.973
49 O -1.43666 1.14942 -3.89360  H47 0.964, H48 0.973
50 H 3.46544 0.17844 -2.88893  O52 0.961
51 H 3.97955 -1.10649 -2.29002  O52 0.959
52 O 4.28047 -0.29731 -2.70782  H50 0.961, H51 0.959
53 H 0.17632 1.31748 2.63083  O55 1.008
54 H 0.80317 2.44733 2.13623  O55 0.972
55 O 0.09147 1.87870 1.79796  H53 1.008, H54 0.972



Most stable: 2



## 1
Here is an isolated ion of composition C3H4NO and charge +1 from the Open Molecules 2025 dataset. Energies are from the ωB97M-V functional and the def2-TZVPD basis.

Calculated values
⟨S²⟩ = 2.007
E_HOMO (alpha / beta) = -11.169 / -18.094 eV
Orbital gap (alpha / beta) = 5.97 / 10.31 eV
Molar mass = 70.071 g/mol
2S+1 = 3
LUMO (alpha / beta) = -5.201 / -7.785 eV
Net charge = +1

Last columns: bonded neighbours and bond lengths (Å).
Positions of all 9 atoms, in Å:
1 C -1.71483 -1.08244 -0.02147  N4 1.136, H6 1.105
2 C 1.48321 0.07130 0.03935  C3 1.598, O5 1.176, H7 1.018
3 C 0.00584 0.67271 -0.05037  C2 1.598, N4 1.344, H8 1.148, H9 1.119
4 N -1.00920 -0.19828 0.08332  C1 1.136, C3 1.344
5 O 1.74719 -1.07302 -0.01486  C2 1.176
6 H -2.25851 -2.04388 -0.03670  C1 1.105
7 H 2.05913 0.88441 0.24713  C2 1.018
8 H -0.15627 1.49471 0.73390  C3 1.148
9 H -0.15657 1.27449 -0.98030  C3 1.119



## 2
Here is an isolated ion of composition C3H4NO and charge +1 from the Open Molecules 2025 dataset. Energies are from the ωB97M-V functional and the def2-TZVPD basis.

Calculated values
⟨S²⟩ = 2.028
E_HOMO (alpha / beta) = -13.880 / -15.094 eV
Orbital gap (alpha / beta) = 6.95 / 7.37 eV
Molar mass = 70.071 g/mol
2S+1 = 3
LUMO (alpha / beta) = -6.926 / -7.726 eV
Net charge = +1

Last columns: bonded neighbours and bond lengths (Å).
Positions of all 9 atoms, in Å:
1 C -1.16043 -0.17319 -0.07954  C2 1.544, N4 1.242, H6 1.105
2 C 0.20954 -0.72799 0.36527  C1 1.544, O5 1.295, H7 1.144
3 C 2.31530 0.57795 -0.01757  O5 1.222, H8 1.020
4 N -1.53362 0.96563 0.24725  C1 1.242, H9 0.999
5 O 1.35016 -0.14879 0.16450  C2 1.295, C3 1.222
6 H -1.70660 -0.94110 -0.65669  C1 1.105
7 H 0.14869 -1.70779 0.95326  C2 1.144
8 H 2.74686 0.73070 -0.92868  C3 1.020
9 H -2.36990 1.42459 -0.04779  N4 0.999



Most stable: 1